C4H14N3S | the ωB97M-V functional and the def2-TZVPD basis

```
22
Properties=species:S:1:pos:R:3:forces:R:3:mulliken_charge:R:1
S -0.646102 2.701107 -3.272446 -0.45 0.11 0.90 -0.19
N -0.642547 1.117698 0.548493 0.13 0.27 0.45 -0.23
N 0.623450 -3.548866 0.415197 0.73 0.34 -0.12 -0.60
N 0.506872 -1.195653 1.131635 0.23 -1.45 -0.19 -0.39
C 0.076712 -2.250528 0.543363 -1.32 1.01 -0.82 -0.01
C -0.233461 1.437744 -0.846228 -0.41 0.61 -0.62 -0.76
C -1.157661 2.508458 -1.501180 0.85 -0.52 0.45 -0.53
C 1.769817 -1.303045 1.878719 0.34 -1.35 0.09 -1.00
H -0.958614 3.421166 -0.932912 -0.29 0.17 -0.35 0.37
H 2.038453 -0.401470 2.429705 -0.06 0.22 -0.63 0.35
H 0.809424 1.784474 -0.791734 -0.40 -0.10 -0.16 0.37
H -0.095244 0.192280 0.877451 -0.44 -0.09 -0.01 0.41
H -0.265469 0.512120 -1.409971 0.05 -0.19 -0.05 0.40
H 2.546805 -1.672295 1.166745 -0.27 0.56 0.85 0.31
H 1.651110 -2.065253 2.672984 0.13 0.18 -0.51 0.31
H -0.418942 1.893192 1.178840 -0.05 -0.15 -0.13 0.39
H -0.107941 -4.177883 0.687927 -0.45 -0.62 0.93 0.30
H -1.646083 0.944745 0.652728 0.17 -0.01 -0.21 0.36
H -1.333505 3.845984 -3.439209 0.13 -0.15 -0.08 0.17
H -2.219019 2.224887 -1.389742 0.45 0.08 -0.21 0.36
H -0.883750 -2.192142 -0.015461 0.37 0.72 0.43 0.30
H 0.585702 -3.776723 -0.584905 0.56 0.36 0.00 0.30
```
Forces are in eV/Å.

Computed properties:
total charge = +1
molecular weight = 136.24 g mol⁻¹
energy relative to the best compared isomer or geometry (same formula, charge and spin) = 48.4 kcal per mole



C5H7NO4 | the ωB97M-V functional and the def2-TZVPD basis

```
17
Properties=species:S:1:pos:R:3:forces:R:3:mulliken_charge:R:1
O -1.809115 -0.011614 -1.281358 2.36 0.45 0.58 -0.59
O -0.726039 -2.848294 -0.225571 -0.05 0.98 -0.12 -0.53
O -0.541832 -1.196692 1.184342 0.05 0.26 0.94 -0.36
O -0.358341 -1.284379 -2.385693 1.71 0.37 -0.37 -0.49
N 0.933523 0.400029 -0.658382 0.26 0.52 -0.51 -0.53
C 0.048894 -0.002117 1.627278 -0.13 -0.03 -0.07 -0.03
C -0.750022 -0.660492 -1.238830 -4.37 -1.68 0.37 0.80
C -0.423090 1.352111 1.208917 -0.10 0.39 0.16 -0.71
C 0.900883 0.827197 0.718540 0.29 0.12 0.08 -0.24
C -0.632836 -1.658116 -0.061198 0.36 -0.85 -0.59 0.47
H 0.200699 -0.688575 -2.897346 -0.25 -0.08 -0.30 0.34
H 0.375007 -0.143514 2.656103 -0.11 0.07 -0.29 0.39
H 1.827776 1.247338 1.112293 -0.25 -0.08 -0.05 0.38
H -1.218577 1.441117 0.472202 0.12 -0.24 0.16 0.24
H 1.793972 -0.088049 -0.897900 -0.18 0.07 0.05 0.26
H 0.782493 1.178191 -1.299363 0.26 -0.04 0.18 0.32
H -0.403395 2.135857 1.965965 0.02 -0.23 -0.21 0.28
```
Forces are in eV/Å.

Computed properties:
molecular weight = 145.11 g mol⁻¹
energy relative to the best compared isomer or geometry (same formula, charge and spin) = 43.8 kcal per mole
SMILES = N[C@H]1C[C@H]1OC(=O)C(=O)O



C27H28N8O4S2Zr | the ωB97M-V functional and the def2-TZVPD basis

```
70
Properties=species:S:1:pos:R:3:forces:R:3:mulliken_charge:R:1
Zr 0.621009 0.562826 -0.590952 0.12 1.15 0.13 0.12
S -0.109604 1.945176 -2.507784 0.09 -0.24 0.06 -0.50
S 1.144567 2.775057 0.377219 0.06 -0.35 -0.09 -0.33
O -8.003282 1.270977 1.002393 0.01 -0.04 0.06 -0.61
O -8.142375 -0.267088 -0.497208 0.01 -0.05 0.05 -0.61
O -1.122520 0.820594 0.836075 0.14 -0.04 -0.08 -0.52
O -1.259234 -0.628956 -0.776848 0.04 -0.06 0.12 -0.48
N 1.908019 -0.929942 3.679101 0.02 0.01 0.07 0.10
N 1.412814 -0.894406 1.291651 -0.17 -0.04 -0.31 1.95
N 2.787779 0.413149 -1.113039 -0.50 -0.10 0.08 -0.24
N -7.517136 0.459110 0.245236 0.11 0.11 -0.15 1.02
N 3.100378 -2.416338 2.185757 0.06 -0.02 0.00 0.16
N 4.640581 2.943158 -4.177836 -0.03 0.00 -0.01 -0.47
N 0.761916 -2.810120 2.668921 -0.03 -0.04 0.02 0.17
N 5.733981 3.340406 0.211262 -0.04 -0.01 0.04 -0.49
C -1.845831 0.120006 0.069887 0.04 -0.17 -0.08 1.75
C 2.247260 -1.573151 -3.491993 0.02 -0.01 -0.02 -0.52
C -4.080405 -0.609125 -0.719687 -0.10 0.01 -0.01 -0.37
C 3.524306 1.284782 -1.398480 0.01 -0.11 0.07 0.43
C -1.988319 3.930293 -2.090938 -0.14 0.08 -0.01 -1.69
C 4.529166 2.659813 -3.067410 0.11 0.08 -0.08 -0.03
C -3.923134 1.094031 1.000275 -0.11 0.00 -0.01 -0.36
C 0.891274 -1.965508 3.859911 -0.02 0.00 0.02 -0.63
C 0.873375 -1.362949 -3.554443 0.06 0.12 0.08 -0.61
C -0.839590 4.670723 0.559161 -0.08 0.12 0.01 -1.50
C 0.005531 -2.245304 -2.919942 0.01 0.04 0.05 -0.36
C 2.753167 -2.669093 -2.807384 -0.02 0.01 0.00 -0.31
C -5.304723 1.184802 1.045355 0.14 -0.07 -0.06 -0.70
C 2.732039 -1.576422 1.066548 -0.04 0.06 -0.05 -0.78
C 3.186161 -1.582391 3.386769 0.02 0.00 0.02 -0.70
C -0.787653 3.240668 -1.498401 0.17 -0.20 0.13 0.57
C 0.397512 -1.971076 1.548705 0.04 0.08 -0.07 -0.93
C -5.463038 -0.531531 -0.682926 0.17 0.07 0.08 -0.54
C -6.031702 0.366115 0.201556 -0.34 -0.02 0.03 -0.05
C 1.884762 -3.551052 -2.175478 0.02 0.01 0.00 -0.40
C 4.396113 2.277733 -1.708034 -0.12 -0.14 0.01 0.09
C -3.322499 0.199277 0.120485 0.07 -0.01 0.03 -0.20
C 1.539274 -0.094852 2.556918 -0.04 0.11 -0.15 -0.88
C 0.512749 -3.336192 -2.224811 0.01 -0.03 0.01 -0.30
C -0.268430 3.580077 -0.298489 -0.02 -0.13 -0.07 0.81
C 5.129127 2.875458 -0.651343 0.17 0.10 -0.02 0.07
C 2.062183 -3.424316 2.389942 -0.01 -0.02 0.01 -0.59
H -1.489162 4.259166 1.336598 0.02 -0.04 -0.01 0.23
H -3.307155 1.713753 1.636659 0.03 -0.01 -0.01 0.46
H 0.582093 0.395943 2.738518 0.02 -0.01 0.04 0.02
H 1.165815 -2.590616 4.710487 0.01 0.00 -0.01 0.36
H 3.953475 -0.820512 3.240982 -0.01 0.00 -0.01 0.36
H 2.919162 -0.877931 -3.978572 0.01 -0.01 -0.01 0.52
H 3.469715 -2.206144 4.235402 -0.01 0.00 0.00 0.33
H -2.890328 3.749778 -1.500223 0.02 -0.01 0.02 0.29
H 2.277567 -4.412024 -1.647996 0.01 0.00 0.00 0.41
H -2.180631 3.574175 -3.100228 0.03 -0.01 0.00 0.45
H -0.556402 -1.483919 1.751260 0.00 -0.04 0.03 0.24
H -0.070416 -1.493473 4.069718 0.00 0.01 -0.01 0.32
H 2.342231 -4.062007 3.229369 0.00 0.01 0.00 0.33
H -1.424759 5.381406 -0.022714 -0.01 -0.01 0.00 0.40
H -6.089368 -1.140033 -1.316255 -0.02 0.00 0.00 0.52
H 2.657142 -2.169919 0.153584 0.00 -0.01 0.02 -0.10
H 0.481934 -0.514321 -4.102309 -0.01 -0.02 -0.02 0.61
H -0.160842 -4.028853 -1.735312 -0.01 0.00 -0.01 0.39
H 2.299608 0.671566 2.394448 -0.01 -0.01 0.03 0.39
H -1.060558 -2.072409 -2.964629 0.00 -0.02 0.00 0.18
H 3.822245 -2.831911 -2.764874 0.00 -0.01 0.01 0.44
H -5.813791 1.865859 1.709474 -0.02 0.00 0.00 0.51
H -1.840207 5.010539 -2.140442 0.02 -0.01 0.01 0.39
H -0.043439 5.218258 1.064045 0.02 -0.03 -0.01 0.39
H 3.486634 -0.806281 0.916197 0.01 -0.03 0.02 0.18
H 1.979162 -4.041456 1.492873 0.00 0.00 0.00 0.32
H -3.584345 -1.288039 -1.398456 0.03 0.00 0.01 0.51
H 0.309052 -2.575011 0.642692 -0.01 0.00 0.02 0.01
```
Forces are in eV/Å.

Computed properties:
molecular weight = 683.93 g mol⁻¹
energy relative to the best compared isomer or geometry (same formula, charge and spin) = 0.0 kcal per mole



C14H27B3Br21N2O5 | the ωB97M-V functional and the def2-TZVPD basis

```
72
Properties=species:S:1:pos:R:3:forces:R:3:mulliken_charge:R:1
Br 2.314903 6.782587 0.799949 0.09 -0.13 0.06 -0.08
Br -6.073038 -2.684699 -5.031058 0.22 -0.10 0.06 -0.01
Br 0.775548 6.176536 5.186584 0.23 -0.08 0.17 0.02
Br -7.394931 -0.590018 -2.006443 -0.27 0.28 -0.02 0.02
Br 7.748306 -4.377788 0.328096 0.25 -0.07 -0.06 0.02
Br 3.355621 4.161728 -0.723250 -0.05 0.21 0.39 0.02
Br -4.244887 -4.982766 -3.748748 -0.03 0.20 -0.16 -0.03
Br -6.045752 -4.183999 2.652895 0.08 0.18 0.11 -0.02
Br 5.773801 -3.902836 -5.004866 0.08 0.05 0.14 -0.07
Br -6.205609 -1.173824 3.733067 0.10 -0.18 -0.04 -0.05
Br -3.358320 -2.531860 3.195997 -0.28 0.01 0.03 0.05
Br 9.952057 -6.423777 -0.770417 -0.04 0.21 0.05 -0.02
Br 7.421443 -2.217441 -2.834229 -0.07 -0.02 -0.11 -0.07
Br 3.554161 6.960527 6.572851 -0.17 -0.15 -0.02 -0.02
Br -9.626379 1.476192 -1.002730 0.20 -0.04 -0.07 -0.04
Br 10.848255 -3.590156 0.424322 -0.17 -0.14 -0.10 -0.02
Br -2.905990 -2.266296 -4.791807 -0.23 -0.18 0.03 0.02
Br -6.514373 2.182821 -0.708707 -0.51 0.16 -0.18 -0.01
Br 2.519835 3.930377 6.662939 -0.06 0.27 -0.07 -0.01
Br 4.236781 -1.950704 -2.969923 0.11 -0.60 -0.47 0.07
Br 3.393587 4.277826 2.473869 -0.04 0.17 -0.11 -0.03
O 0.256241 0.581633 1.559585 -1.03 0.43 0.54 -0.82
O 0.449851 2.025686 -0.343545 -0.86 0.10 -0.25 -0.70
O 3.744024 0.997957 -0.158908 -0.53 -0.69 0.79 -0.55
O -0.387230 -1.303289 -1.001896 1.15 0.55 0.30 -0.77
O 3.027893 0.504991 2.103210 -0.45 -0.34 -1.17 -0.79
N 1.681767 -0.450034 -2.115220 -1.76 -0.17 0.23 -0.28
N -4.518669 -2.344327 -1.009795 0.39 0.25 -0.09 -0.42
C 5.753217 -3.116524 -3.233366 -0.32 0.13 -0.01 -0.32
C -3.507011 -1.252695 -0.895034 -0.88 0.10 0.43 -0.25
C -3.928167 -0.144023 0.114977 0.20 -0.50 0.03 0.91
C 3.548098 5.288389 0.831918 0.01 -0.22 -0.31 -0.39
C -0.279269 1.867763 1.815357 0.40 -0.26 -1.27 -0.34
C 4.406296 -0.276713 -0.248527 -0.17 0.67 -0.38 -0.43
C 9.472166 -4.565280 -0.523129 -0.09 0.02 0.05 -0.16
C -2.674689 0.534829 0.727063 -0.27 0.26 -0.60 -0.25
C -2.050905 1.624430 -0.182910 -0.21 -0.29 0.21 -0.67
C -0.752357 2.268718 0.372758 0.42 1.37 0.74 0.13
C -4.337422 -3.542236 -5.036455 0.06 0.02 0.03 -0.37
C -5.191409 -2.822636 3.730450 0.19 0.01 -0.11 -0.36
C -7.854675 1.268978 -1.754203 0.10 0.06 0.09 -0.44
C 2.009338 5.795748 6.626064 -0.05 -0.05 -0.10 -0.34
B 2.633233 0.773189 0.733228 1.41 0.99 0.57 0.47
B 0.731061 -0.382875 -0.940139 0.15 -1.29 -0.45 0.59
B 1.007151 0.756637 0.273582 0.19 -0.32 0.65 0.85
H 1.489443 6.000368 7.552235 0.05 -0.01 -0.05 0.34
H 9.388735 -4.123428 -1.508453 -0.02 -0.02 0.06 0.16
H -0.988202 -0.975296 -1.667425 -0.30 -0.14 -0.47 0.17
H -1.871764 1.235683 -1.204378 0.11 0.09 0.42 0.06
H -7.868266 1.731022 -2.732268 -0.02 -0.04 0.06 0.43
H 5.657069 -3.931054 -2.526493 0.08 0.02 -0.06 0.34
H -2.956913 1.028419 1.675158 0.21 -0.36 -0.23 0.31
H -2.805603 2.428662 -0.310101 0.27 -0.29 0.03 0.40
H 1.626623 0.472074 -2.546274 0.63 0.04 0.05 0.16
H -4.206664 -3.985525 -6.014534 -0.02 0.04 0.06 0.35
H -0.913836 3.365976 0.350391 0.10 -0.23 -0.06 0.33
H -2.601252 -1.724047 -0.483490 -0.25 0.24 -0.46 0.28
H -3.346196 -0.841859 -1.912895 0.43 0.13 0.49 0.14
H -4.117441 -2.988607 -1.683635 -0.17 -0.28 0.10 0.07
H 5.173178 -0.399585 0.535677 -0.23 -0.03 -0.30 0.27
H 4.822383 -0.307224 -1.269700 0.11 -0.02 0.94 -0.01
H -1.911127 -0.239871 0.903512 -0.28 0.39 0.27 0.21
H 3.637473 -1.070921 -0.169424 0.58 -0.01 -0.04 0.22
H 1.258094 -1.113580 -2.768122 0.17 0.15 -0.19 0.22
H -0.983329 1.927416 2.660240 -0.04 -0.41 -0.37 0.37
H 4.547170 5.701880 0.806990 -0.08 0.02 0.06 0.42
H 3.320949 1.316732 2.507064 0.40 0.33 0.14 0.17
H -4.647708 0.575800 -0.325172 0.74 -0.49 0.16 -0.74
H -5.363198 -1.998566 -1.456231 0.19 0.06 0.13 0.04
H 0.548863 2.590232 2.020089 -0.32 -0.17 0.13 -0.02
H -5.174508 -3.186957 4.748671 -0.04 0.03 -0.06 0.35
H -4.477526 -0.648488 0.935112 0.20 0.09 -0.37 -0.10
```
Forces are in eV/Å.

Computed properties:
total charge = -1
molecular weight = 2013.80 g mol⁻¹
electronic energy = -55164.296390 hartree



C4H11N2 | the ωB97M-V functional and the def2-TZVPD basis

```
17
Properties=species:S:1:pos:R:3:forces:R:3:mulliken_charge:R:1
N -0.405186 -0.529504 -0.677724 -0.40 -0.57 -0.49 -0.11
N 0.079670 0.228665 1.510230 -1.25 -0.66 -0.08 -0.17
C -0.518881 -1.009667 0.599214 0.23 1.84 -1.04 -0.69
C 0.761987 -0.975000 -1.435818 -1.22 -2.27 3.67 -0.90
C -0.708283 0.893554 -0.635552 3.47 -2.22 -1.76 -0.49
C 0.090444 1.370195 0.531421 3.57 -2.23 -0.15 -0.71
H -0.229143 2.190101 1.006955 -1.66 3.05 1.72 0.52
H -1.503760 -1.049520 0.849748 -2.78 -0.07 1.36 0.35
H -0.335150 1.158006 -1.608352 -0.30 1.43 -0.24 0.35
H -0.466921 0.633495 2.259466 -0.51 -1.10 0.67 0.34
H 0.933337 -0.126214 1.901656 0.86 0.53 0.03 0.32
H 1.179728 1.522137 0.474695 -0.42 0.28 -1.41 0.31
H -1.716918 0.931154 -0.543924 -3.08 1.04 0.37 0.33
H 0.605276 -0.837319 -2.403875 -0.88 0.68 -4.34 0.37
H -0.082483 -1.946620 0.636466 1.39 -1.62 1.20 0.46
H 1.543762 -0.329114 -1.154964 2.06 -0.11 0.44 0.38
H 0.772520 -2.124350 -1.309644 0.92 2.00 0.07 0.34
```
Forces are in eV/Å.

Computed properties:
total charge = +1
molecular weight = 87.15 g mol⁻¹
energy relative to the best compared isomer or geometry (same formula, charge and spin) = 69.8 kcal per mole
SMILES = CN1CC[NH2+]C1



Which of these has the highest molecular weight?
C14H27B3Br21N2O5



Look up the molecular weight of the third one.
683.93 g mol⁻¹



Which of these has the highest molecular weight?
C14H27B3Br21N2O5